# C14H15N6O5ReS

A structure of composition C14H15N6O5ReS (ωB97M-V/def2-TZVPD, the OMol25 dataset).

Geometry as XYZ:
```
42
Properties=species:S:1:pos:R:3:mulliken_spin:R:1
Re 0.647 -0.466 1.545 0.776
O 2.234 5.458 1.871 0.008
C 1.820 4.196 1.832 0.019
C 1.156 3.574 2.899 -0.004
C 0.772 2.268 2.739 -0.001
N 1.013 1.606 1.606 -0.014
C 1.662 2.181 0.588 0.001
C 2.079 3.483 0.651 -0.009
C 1.833 1.223 -0.563 0.024
O 2.307 1.539 -1.619 0.005
O 1.304 0.046 -0.278 -0.004
C 0.088 1.384 3.758 0.014
O -0.186 1.735 4.863 0.009
O -0.161 0.187 3.223 -0.011
H 2.033 5.882 2.715 0.000
H 0.947 4.083 3.831 0.000
H 2.598 3.943 -0.178 0.000
C -0.483 0.072 -3.027 0.001
N -1.192 0.181 -1.746 0.002
C -1.432 1.555 -1.318 0.006
C -1.414 -0.873 -0.969 0.012
S -1.511 -0.705 0.802 0.110
N -1.636 -2.071 -1.493 0.003
C -1.549 -3.318 -0.726 -0.003
C -2.189 -2.253 -2.840 0.000
H 0.283 0.846 -3.043 0.000
H -1.151 0.211 -3.875 0.000
H 0.018 -0.889 -3.093 0.000
H -1.990 2.065 -2.105 -0.001
H -0.487 2.081 -1.181 0.000
H -2.008 1.580 -0.401 -0.004
H -0.948 -3.177 0.163 0.000
H -1.087 -4.074 -1.360 0.000
H -2.546 -3.655 -0.440 0.003
H -2.654 -1.334 -3.181 0.000
H -2.952 -3.027 -2.773 0.000
H -1.430 -2.574 -3.552 0.000
N 0.794 -6.721 0.692 0.003
C 1.231 -5.757 1.142 0.005
N 1.770 -4.647 1.644 0.044
C 1.367 -3.498 1.613 0.050
N 1.049 -2.341 1.582 -0.045
```

charge: +1
energy relative to the best compared isomer or geometry (same formula, charge and spin): 6.3 kcal/mol
highest occupied orbital energy (spin up / spin down): -11.677 / -11.867 eV
LUMO level (spin up / spin down): -4.70 / -5.00 eV
HOMO-LUMO gap (spin up / spin down): 0.256 / 0.252 Ha
total energy: -1723.4899 Ha
multiplicity: 2

# C5H11N

An isolated molecule of C5H11N (ωB97M-V/def2-TZVPD, the OMol25 dataset).

Geometry as XYZ:
```
17
Properties=species:S:1:pos:R:3:lowdin_charge:R:1
C 1.757 -0.897 -0.281 -0.088
C 0.811 0.247 -0.607 -0.214
C 0.015 0.457 1.792 -0.083
C -0.743 1.480 1.016 -0.186
N -0.352 0.246 0.307 -0.353
C -1.455 -0.600 -0.159 -0.030
H 2.144 -0.749 0.731 0.065
H 1.254 -1.871 -0.317 0.070
H 2.583 -0.921 -0.998 0.075
H 1.324 1.203 -0.478 0.119
H 0.441 0.194 -1.640 0.119
H -0.702 -0.165 2.349 0.027
H -0.239 2.382 0.658 0.094
H -1.832 1.606 1.058 0.102
H -1.064 -1.580 -0.448 0.090
H -1.954 -0.142 -1.022 0.098
H -2.173 -0.731 0.654 0.096
```

charge: 0
energy relative to the best compared isomer or geometry (same formula, charge and spin): 81.6 kcal/mol
highest occupied orbital energy: -7.165 eV
LUMO level: 0.89 eV
HOMO-LUMO gap: 0.296 Ha
total energy: -251.7326 Ha

# H20NeO10

A structure of composition H20NeO10 (ωB97M-V/def2-TZVPD, the OMol25 dataset).

Geometry as XYZ:
```
31
Properties=species:S:1:pos:R:3:lowdin_charge:R:1
Ne -1.511 -8.177 0.855 0.068
O 0.917 -10.056 2.277 -0.038
H 0.448 -10.831 2.584 0.092
H 1.642 -9.954 2.895 0.086
O -0.783 -6.358 -3.034 -0.068
H -1.524 -6.523 -3.617 0.018
H -0.626 -7.198 -2.602 -0.032
O 0.973 -10.851 -0.337 -0.037
H 1.694 -11.462 -0.493 0.063
H 1.131 -10.514 0.544 -0.023
O 0.532 -6.605 -0.365 -0.039
H -0.079 -7.194 0.077 -0.015
H 0.541 -5.817 0.179 0.040
O -3.398 -10.422 -1.377 -0.036
H -3.391 -11.242 -1.871 0.048
H -4.108 -10.530 -0.744 0.041
O -4.232 -7.347 -0.266 -0.029
H -4.190 -8.194 -0.710 0.021
H -4.462 -6.725 -0.956 0.061
O -0.701 -7.903 3.643 -0.057
H -1.246 -7.442 3.005 -0.020
H -0.190 -8.521 3.119 -0.027
O -2.872 -6.266 1.958 -0.058
H -2.831 -5.355 1.666 0.044
H -3.316 -6.726 1.245 -0.026
O 3.149 -8.991 1.095 -0.043
H 3.240 -8.877 0.149 0.044
H 2.252 -9.303 1.214 -0.037
O -0.401 -9.132 -2.138 -0.044
H -1.303 -9.450 -2.123 0.014
H 0.048 -9.649 -1.469 -0.011
```

charge: 0
energy relative to the best compared isomer or geometry (same formula, charge and spin): 19.3 kcal/mol
highest occupied orbital energy: -10.302 eV
LUMO level: -0.09 eV
HOMO-LUMO gap: 0.375 Ha
total energy: -893.3249 Ha

# C33H34CrF3N5O3PS

A structure of composition C33H34CrF3N5O3PS (ωB97M-V/def2-TZVPD, the OMol25 dataset).

Geometry as XYZ:
```
81
Properties=species:S:1:pos:R:3:mulliken_spin:R:1
Cr 0.021 -0.432 -0.367 1.153
F 5.632 2.621 1.284 0.000
C 4.690 1.789 0.786 -0.002
F 5.258 0.568 0.719 0.000
F 4.461 2.186 -0.474 0.000
C 3.460 1.782 1.654 -0.002
C 3.478 2.476 2.850 0.001
C 2.379 2.416 3.691 0.000
C 1.302 1.650 3.287 0.002
N 1.263 0.981 2.139 0.007
C 2.312 1.039 1.316 -0.003
S 2.218 0.074 -0.147 -0.047
H 4.350 3.054 3.123 0.000
H 2.364 2.940 4.637 0.000
H 0.419 1.562 3.913 0.000
C -4.732 4.154 0.016 0.000
C -3.597 4.925 -0.192 0.000
C -2.347 4.326 -0.280 -0.002
C -2.219 2.943 -0.154 -0.001
C -3.365 2.180 0.053 0.006
C -4.613 2.777 0.136 0.001
P -0.631 2.051 -0.355 0.018
C 0.603 3.371 -0.118 0.005
C 0.633 4.059 1.096 0.001
C 1.582 5.042 1.324 0.000
C 2.522 5.340 0.345 0.000
C 2.510 4.648 -0.855 0.000
C 1.557 3.663 -1.086 -0.001
C -0.609 1.628 -2.114 -0.029
C -0.858 2.459 -3.205 -0.001
C -0.809 1.914 -4.475 0.003
C -0.527 0.557 -4.637 -0.005
C -0.292 -0.261 -3.543 -0.009
C -0.323 0.266 -2.249 -0.061
H -5.704 4.624 0.086 0.000
H -3.683 6.000 -0.292 0.000
H -1.473 4.940 -0.451 0.000
H -3.270 1.107 0.155 -0.005
H -5.493 2.167 0.300 0.000
H -0.096 3.828 1.864 -0.001
H 1.594 5.570 2.269 0.000
H 3.267 6.105 0.523 0.000
H 3.254 4.860 -1.612 0.000
H 1.569 3.111 -2.017 0.000
H -1.089 3.509 -3.057 0.000
H -0.994 2.535 -5.343 0.000
H -0.495 0.138 -5.636 0.000
H -0.092 -1.314 -3.701 0.000
C -3.558 -1.337 1.216 -0.001
C -2.568 -2.064 0.319 -0.002
C -3.174 -3.279 -0.350 0.000
O -2.023 -1.181 -0.678 -0.037
C -1.346 -2.435 1.178 0.009
O -1.328 -3.467 1.817 0.011
O -0.421 -1.527 1.166 0.003
H -4.447 -1.043 0.650 0.000
H -3.096 -0.453 1.655 0.000
H -3.874 -2.004 2.019 0.000
H -4.067 -3.000 -0.917 0.000
H -3.452 -4.011 0.406 0.000
H -2.452 -3.736 -1.028 0.000
H -2.652 -0.920 -1.356 -0.002
C 0.066 -6.601 0.361 0.000
C 1.509 -6.194 0.641 0.000
C 1.609 -5.340 1.903 0.000
C 2.150 -5.508 -0.568 0.000
N 1.455 -4.291 -0.977 -0.001
C 1.504 -3.064 -0.468 0.003
N 0.638 -2.324 -1.124 -0.015
N 0.061 -3.123 -2.044 0.003
N 0.554 -4.301 -1.972 0.000
H -0.348 -7.128 1.220 0.000
H -0.006 -7.253 -0.512 0.000
H -0.560 -5.725 0.184 0.000
H 2.108 -7.098 0.789 0.000
H 0.952 -4.469 1.860 0.001
H 2.635 -5.004 2.077 0.000
H 1.300 -5.921 2.772 0.000
H 2.141 -6.158 -1.441 0.000
H 3.182 -5.235 -0.348 0.000
H 2.122 -2.733 0.348 0.002
```

charge: 0
energy relative to the best compared isomer or geometry (same formula, charge and spin): 6.9 kcal/mol
highest occupied orbital energy (spin up / spin down): -7.919 / -7.826 eV
LUMO level (spin up / spin down): -0.16 / 0.31 eV
HOMO-LUMO gap (spin up / spin down): 0.285 / 0.299 Ha
total energy: -3861.0526 Ha
multiplicity: 2

# C13H11ClF3NO

An isolated molecule of C13H11ClF3NO at a distorted geometry (ωB97M-V/def2-TZVPD, the OMol25 dataset).

Geometry as XYZ:
```
30
Properties=species:S:1:pos:R:3:lowdin_charge:R:1
N -1.543 -1.704 -0.030 0.121
C -0.241 -1.955 -0.367 -0.282
C -0.072 -2.894 -1.364 -0.027
C 1.228 -3.189 -1.793 -0.083
C 2.336 -2.479 -1.281 -0.653
Cl 3.948 -2.852 -1.874 0.628
C 2.173 -1.477 -0.351 -0.037
C 0.865 -1.237 0.153 -0.065
C 0.673 -0.200 1.282 -0.338
O 1.831 0.580 1.486 0.025
C -0.296 0.866 0.806 0.062
C -1.036 1.751 0.428 0.048
C -1.790 2.892 -0.147 -0.273
C -1.485 3.253 -1.616 -0.097
C -1.009 4.184 -0.470 -0.091
C 0.227 -0.825 2.663 -0.490
F 0.911 -2.004 2.854 0.126
F -1.069 -1.150 2.775 0.152
F 0.578 0.013 3.672 0.136
H -2.322 -2.133 -0.485 0.095
H -1.712 -0.790 0.429 0.084
H -0.964 -3.411 -1.713 0.117
H 1.363 -3.968 -2.518 0.096
H 3.069 -1.015 0.061 0.119
H 1.685 1.259 2.159 0.118
H -2.824 3.000 0.162 0.126
H -0.713 2.644 -2.036 0.089
H -2.283 3.519 -2.305 0.096
H -1.583 5.109 -0.306 0.100
H 0.055 4.214 -0.273 0.098
```

charge: 0
energy relative to the best compared isomer or geometry (same formula, charge and spin): 0.0 kcal/mol
highest occupied orbital energy: -7.985 eV
LUMO level: 0.71 eV
HOMO-LUMO gap: 0.319 Ha
total energy: -1391.6791 Ha
SMILES: Nc1ccc(Cl)cc1[C@@](O)(C#CC1CC1)C(F)(F)F

# C5H6Si

An isolated molecule of C5H6Si at a distorted geometry (ωB97M-V/def2-TZVPD, the OMol25 dataset).

Geometry as XYZ:
```
12
Properties=species:S:1:pos:R:3:lowdin_charge:R:1
C 2.231 -0.656 -0.037 -0.147
C 2.301 0.645 0.074 0.012
C 0.879 -0.189 0.371 -0.321
Si -0.713 -0.229 -0.593 0.614
C -2.169 0.733 -0.044 -0.193
C -2.187 -0.561 0.432 -0.199
H 2.835 -1.557 -0.270 0.105
H 2.891 1.465 -0.307 0.079
H 0.552 -0.173 1.358 0.031
H -0.507 -0.190 -1.981 -0.050
H -2.934 1.464 0.023 0.025
H -2.828 -1.005 1.205 0.045
```

charge: 0
energy relative to the best compared isomer or geometry (same formula, charge and spin): 77.4 kcal/mol
highest occupied orbital energy: -8.898 eV
LUMO level: 0.92 eV
HOMO-LUMO gap: 0.361 Ha
total energy: -483.4041 Ha
SMILES: C1=CC1[SiH]1C=C1

# C7H10

An isolated molecule of C7H10 (ωB97M-V/def2-TZVPD, the OMol25 dataset).

Geometry as XYZ:
```
17
Properties=species:S:1:pos:R:3:lowdin_charge:R:1
C -0.116 -0.167 -1.850 -0.066
C 0.812 0.469 -0.843 -0.254
C 1.215 -0.069 0.528 -0.205
C 0.439 -1.212 1.062 -0.070
C -0.848 -0.892 1.214 -0.098
C -1.097 0.575 0.904 -0.148
C 0.260 1.097 0.406 -0.200
H -0.743 0.605 -2.315 0.082
H 0.422 -0.672 -2.657 0.074
H -0.794 -0.887 -1.384 0.069
H 1.713 0.902 -1.283 0.130
H 2.244 0.105 0.835 0.131
H 0.889 -2.191 1.198 0.104
H -1.639 -1.589 1.484 0.100
H -1.915 0.712 0.183 0.110
H -1.391 1.112 1.815 0.110
H 0.549 2.102 0.704 0.132
```

charge: 0
energy relative to the best compared isomer or geometry (same formula, charge and spin): 28.3 kcal/mol
highest occupied orbital energy: -8.695 eV
LUMO level: 1.18 eV
HOMO-LUMO gap: 0.363 Ha
total energy: -272.6730 Ha
SMILES: C[C@@H]1[C@@H]2C=CC[C@H]12

# C3H10N2O2

A cluster of 2 separate species, C3H10N2O2 in total at a distorted geometry (ωB97M-V/def2-TZVPD, the OMol25 dataset).

Geometry as XYZ:
```
17
Properties=species:S:1:pos:R:3:lowdin_charge:R:1
N -2.432 1.572 1.318 -0.045
C -1.494 1.350 0.216 -0.313
C -0.192 0.400 0.532 -0.063
C 0.467 0.233 -0.966 -0.507
N 1.658 -0.399 -0.965 0.136
O 0.015 0.861 -1.923 0.017
H -2.683 0.730 1.807 0.045
H -3.270 1.950 0.852 0.071
H -1.101 2.390 -0.052 0.116
H -1.977 0.979 -0.808 0.127
H 0.410 0.994 1.238 0.099
H -0.563 -0.507 1.060 0.094
H 2.325 -0.198 -1.788 0.155
H 1.765 -1.259 -0.515 0.044
O 1.730 -3.147 1.154 -0.045
H 1.400 -3.115 2.028 0.012
H 2.470 -3.785 1.170 0.057
```

charge: 0
energy relative to the best compared isomer or geometry (same formula, charge and spin): 40.7 kcal/mol
highest occupied orbital energy: -8.885 eV
LUMO level: 0.49 eV
HOMO-LUMO gap: 0.344 Ha
total energy: -380.2717 Ha
SMILES: NCCC(N)=O.O